Entry 1:
62
Properties=species:S:1:pos:R:3:forces:R:3:mulliken_charge:R:1 method="wB97M-V/def2-TZVPD" max_force_ev_per_a=1.07 e_tot_ev=-257076.966 gap_ev="5.480 / 5.476" lumo_energy_ev="1.73 / 1.73" charge=-1 homo_energy_ev="-3.75 / -3.75"
Pd 0.386 -0.243 0.009 -0.1 -0.1 -0.8 -0.42
C 4.440 1.052 -0.171 -0.2 -0.2 -0.1 -1.05
Se 2.965 -0.263 -0.162 0.5 0.0 0.4 0.24
C 2.883 -0.335 1.810 0.0 0.0 -0.2 -0.84
C 2.260 0.899 2.446 -0.2 0.0 0.0 -0.68
Se 0.354 1.172 1.997 0.2 0.1 0.5 0.12
C -0.345 -0.104 3.294 0.0 0.1 0.1 -0.81
H 5.305 0.608 0.316 0.0 0.0 0.0 0.27
H 4.141 1.968 0.331 0.0 0.0 0.0 0.31
H 4.668 1.266 -1.212 0.0 0.0 0.0 0.33
H 3.900 -0.497 2.176 0.0 0.0 0.0 0.50
H 2.291 -1.225 2.023 0.0 0.0 0.1 0.29
H 2.767 1.807 2.117 0.0 0.0 0.0 0.28
H 2.340 0.853 3.534 0.0 0.0 0.0 0.41
H -0.125 0.238 4.304 0.0 0.0 0.0 0.32
H 0.080 -1.089 3.117 0.0 0.0 0.0 0.35
H -1.420 -0.130 3.132 0.0 0.0 -0.1 0.18
C 1.461 -4.983 -8.094 -0.1 0.0 0.0 -0.94
C 2.396 -5.818 -7.268 0.1 0.1 0.0 0.67
O 2.239 -6.975 -7.017 0.1 -0.1 -0.1 -0.52
S 3.862 -4.896 -6.621 -0.1 -0.1 0.1 -0.14
C 2.940 -4.053 -5.349 0.0 0.1 -0.1 -0.34
C 2.405 -4.765 -4.277 0.1 0.0 -0.1 -0.43
C 1.644 -4.119 -3.324 -0.1 0.1 0.1 -0.42
C 1.398 -2.736 -3.408 0.3 -0.2 -0.2 0.54
C 1.978 -2.028 -4.476 -0.1 0.1 0.2 -0.56
C 2.728 -2.679 -5.435 0.1 -0.1 0.0 -0.44
C 0.568 -2.076 -2.479 0.2 0.3 0.5 -0.09
C -0.121 -1.439 -1.684 -0.8 -0.1 -0.7 -0.29
H 0.629 -5.588 -8.450 0.0 0.0 0.0 0.32
H 2.006 -4.552 -8.934 0.0 0.0 0.0 0.30
H 1.086 -4.160 -7.485 0.0 0.0 0.0 0.27
H 2.585 -5.830 -4.209 0.0 0.0 0.0 0.46
H 1.232 -4.672 -2.490 0.0 0.0 0.0 0.50
H 1.813 -0.960 -4.532 0.0 0.0 0.0 0.46
H 3.162 -2.130 -6.261 0.0 0.0 0.0 0.42
F -7.662 1.579 4.480 0.0 0.0 0.0 -0.32
C -6.596 1.546 3.661 0.0 0.0 0.0 0.63
C -6.721 1.088 2.363 -0.1 0.0 0.0 -0.07
F -7.923 0.675 1.926 0.0 0.0 0.0 -0.33
C -5.619 1.059 1.530 0.1 0.1 0.1 0.54
F -5.813 0.604 0.282 0.0 0.0 0.0 -0.25
C -4.348 1.478 1.935 -0.2 0.0 0.0 -0.32
Se -2.860 1.426 0.784 0.1 0.0 0.0 -0.46
C -4.268 1.928 3.255 0.0 -0.1 -0.1 0.39
F -3.091 2.341 3.755 0.0 0.0 0.0 -0.32
C -5.357 1.966 4.104 0.0 0.0 0.1 -0.05
F -5.227 2.409 5.368 0.0 0.0 0.0 -0.32
F -5.614 -3.547 -4.403 0.0 0.0 0.0 -0.35
C -4.621 -2.941 -3.702 0.0 0.0 0.0 0.49
C -4.831 -1.670 -3.209 0.0 0.0 0.0 -0.69
C -3.811 -1.057 -2.497 -0.1 0.0 0.0 -0.30
C -2.597 -1.706 -2.286 0.1 -0.1 0.0 -0.20
C -1.551 -0.990 -1.459 0.2 0.0 0.3 -0.32
C -2.427 -2.991 -2.786 0.0 0.1 0.0 -0.02
C -3.438 -3.619 -3.502 0.0 0.0 0.0 -0.76
H -5.779 -1.177 -3.377 0.0 0.0 0.0 0.44
H -3.965 -0.071 -2.074 0.0 0.0 0.0 0.28
H -1.831 -1.111 -0.405 -0.1 0.1 0.0 0.46
H -1.628 0.081 -1.653 -0.1 0.0 0.0 0.52
H -1.491 -3.507 -2.620 0.0 0.0 0.0 0.33
H -3.312 -4.618 -3.899 0.0 0.0 0.0 0.44



Entry 2:
63
Properties=species:S:1:pos:R:3:forces:R:3:mulliken_charge:R:1 method="wB97M-V/def2-TZVPD" max_force_ev_per_a=3.46 e_tot_ev=-51191.545 gap_ev=6.238 lumo_energy_ev=-2.62 charge=0 homo_energy_ev=-8.86
F 0.929 -0.540 1.875 -0.2 0.0 -0.4 -0.54
C 0.385 -1.172 0.726 0.3 -0.2 -0.4 3.41
C 1.230 -2.384 0.398 0.0 -0.3 0.0 -1.34
C 2.259 -2.812 1.233 0.0 -0.2 -0.4 -0.29
C 3.084 -3.859 0.809 0.0 -0.2 -0.1 -0.87
C 2.867 -4.491 -0.422 0.0 0.1 -0.1 -0.50
C 1.830 -4.061 -1.259 0.0 0.1 0.4 -1.13
C 1.006 -3.019 -0.830 0.4 -0.5 -0.1 0.45
C -1.079 -1.519 1.037 0.5 0.1 0.4 -0.28
C -1.513 -2.838 1.061 -0.4 -0.4 0.0 -0.26
C -2.829 -3.144 1.431 0.0 0.3 0.2 -0.91
C -3.716 -2.120 1.770 -0.1 0.0 -0.3 -0.80
C -3.296 -0.787 1.702 0.3 0.0 0.3 -0.32
C -1.960 -0.502 1.398 -0.4 0.1 0.1 0.40
C 0.567 -0.155 -0.450 -0.2 1.0 0.0 -0.12
C 2.006 0.058 -0.981 0.5 -0.1 0.9 -0.69
C 1.871 0.274 -2.496 0.4 0.7 -0.2 -0.78
C 0.480 -0.220 -2.880 -0.1 0.1 0.0 -0.62
N -0.198 -0.546 -1.626 0.0 -0.4 -0.1 1.03
C -1.570 -0.209 -1.562 -0.4 0.0 -0.4 -0.35
C -1.896 1.140 -1.359 -0.6 -0.7 -0.3 0.38
C -3.210 1.439 -1.008 1.0 -0.2 -0.8 -1.11
N -4.116 0.493 -0.975 -1.9 -0.7 -0.7 -0.57
C -3.880 -0.750 -1.438 0.8 0.2 0.2 -0.63
C -2.576 -1.191 -1.705 -0.1 0.9 0.1 -0.46
H 2.406 -2.330 2.193 0.1 0.0 -0.1 0.43
H 3.916 -4.183 1.443 -0.4 0.1 -0.2 0.38
H 3.500 -5.320 -0.744 -0.1 0.3 0.2 0.39
H 1.656 -4.536 -2.236 0.1 0.2 0.6 0.42
H 0.207 -2.652 -1.462 0.1 -0.2 0.1 0.44
H -0.829 -3.647 0.801 -0.3 0.3 0.1 0.41
H -3.172 -4.180 1.484 0.2 0.3 -0.1 0.42
H -4.751 -2.356 2.065 0.6 0.1 -0.2 0.37
H -4.006 0.021 1.909 0.4 -0.3 0.0 0.41
H -1.609 0.532 1.425 -0.2 -0.6 -0.1 -0.34
H 0.160 0.821 -0.091 0.4 -0.6 0.1 -0.39
H 2.513 0.887 -0.447 -0.4 -0.2 -0.4 0.19
H 2.652 -0.802 -0.751 -0.4 0.1 -0.2 0.38
H 1.942 1.349 -2.739 0.1 -0.5 0.1 0.24
H 2.661 -0.242 -3.065 -0.3 0.2 0.3 0.38
H -0.097 0.546 -3.403 0.1 0.1 -0.1 0.37
H 0.526 -1.084 -3.544 0.0 -0.2 0.0 0.35
H -1.154 1.920 -1.510 -0.1 -0.5 0.0 0.82
H -3.494 2.469 -0.805 -0.3 -0.4 0.1 0.44
H -4.732 -1.440 -1.578 0.4 0.6 0.4 0.37
H -2.360 -2.236 -1.987 0.0 0.8 0.3 0.41
O -1.713 2.544 3.160 0.7 0.7 -2.2 -0.60
N -1.570 2.832 1.960 -3.1 -0.6 0.7 0.94
O -2.512 2.858 1.130 1.7 0.3 2.0 -0.54
C -0.278 3.097 1.415 0.7 0.4 -2.7 0.23
C 0.836 3.248 2.240 1.0 0.2 0.6 -0.17
C 2.060 3.602 1.725 -0.8 0.1 -1.1 -0.58
N 3.213 3.810 2.553 2.1 0.4 2.7 0.93
O 4.311 4.063 2.038 -2.2 -0.5 0.5 -0.53
O 3.034 3.723 3.794 0.1 0.1 -2.4 -0.59
C 2.190 3.831 0.316 -0.3 0.2 -0.7 0.84
N 3.144 4.310 -0.491 -0.1 -0.7 0.7 -0.34
N 2.701 4.202 -1.738 -2.3 -1.0 0.5 -0.66
N 1.469 3.710 -1.783 0.5 1.1 0.4 -0.70
N 1.081 3.544 -0.475 0.1 -0.3 0.3 0.79
C -0.201 3.263 0.020 1.7 1.6 1.6 -0.49
H 0.672 3.173 3.305 0.3 -0.2 0.1 0.66
H -1.047 3.566 -0.580 0.1 -0.7 -0.1 0.80



Entry 3:
62
Properties=species:S:1:pos:R:3:forces:R:3:mulliken_charge:R:1 method="wB97M-V/def2-TZVPD" max_force_ev_per_a=2.39 e_tot_ev=-63591.667 gap_ev=3.932 lumo_energy_ev=-8.84 charge=+2 homo_energy_ev=-12.77
Ru 0.288 0.259 -0.694 1.4 -1.6 0.6 -0.12
N 0.393 -1.239 7.086 0.3 -0.1 0.6 -0.46
C -0.110 -1.163 5.846 -0.3 0.1 -0.6 1.07
C -1.042 -0.152 5.512 0.2 -0.3 -0.1 -0.87
C -1.577 -0.093 4.247 -0.2 -0.1 0.2 -0.40
C -1.171 -1.012 3.287 -0.5 -0.2 -1.0 -0.28
C -0.241 -2.004 3.577 -0.1 0.0 0.1 -0.38
C 0.281 -2.087 4.849 0.0 0.3 0.1 -0.86
S -1.932 -0.938 1.679 1.0 1.8 0.8 1.25
O -1.651 -2.179 0.973 1.0 -1.3 -1.3 -0.65
O -3.277 -0.493 1.749 -0.2 -0.1 0.1 -0.64
N -1.042 0.165 0.791 -1.1 -0.7 0.6 -0.10
C -1.096 1.483 1.039 -0.6 1.4 0.7 0.51
N -1.583 1.993 2.156 -0.2 -0.3 0.0 -0.24
C -1.529 3.304 2.305 0.2 0.1 -0.3 -0.05
C -0.953 4.139 1.352 0.0 -0.1 -0.4 -1.10
C -0.473 3.537 0.196 0.0 0.7 0.3 0.03
N -0.550 2.225 0.033 0.6 -2.0 0.3 -0.21
H 0.075 -0.611 7.807 0.1 -0.2 -0.1 0.21
H 0.994 -2.005 7.353 -0.2 0.2 0.0 0.21
H -1.344 0.562 6.263 -0.1 0.0 0.1 0.33
H -2.319 0.641 3.978 0.0 0.0 0.2 0.57
H 0.029 -2.720 2.815 0.1 -0.1 0.0 0.56
H 0.987 -2.865 5.101 0.0 -0.1 0.0 0.37
H -1.956 3.685 3.222 0.0 0.2 0.1 0.47
H -0.884 5.202 1.498 -0.1 0.1 -0.1 0.43
H -0.045 4.106 -0.621 0.1 0.0 0.1 0.48
C 0.042 2.625 -5.352 0.0 -0.1 0.2 -0.54
C -0.786 2.121 -4.354 -0.1 0.0 -0.1 -1.04
C -0.229 1.481 -3.270 0.4 -0.3 0.5 -0.09
C 1.171 1.385 -3.145 -0.3 0.5 -1.4 0.60
C 1.999 1.881 -4.158 -0.2 -0.2 0.3 -0.54
C 1.420 2.484 -5.261 0.1 0.0 0.0 -0.61
N 1.639 0.815 -1.967 1.9 0.5 0.3 1.23
N 2.881 0.866 -1.687 -0.9 0.5 -2.1 -0.85
C 3.225 0.420 -0.455 0.1 -0.6 1.8 0.15
C 4.568 0.249 -0.090 -0.8 0.2 -0.6 -0.52
C 4.859 -0.195 1.181 -0.3 -0.2 0.4 -0.39
C 3.817 -0.464 2.069 0.4 0.2 -0.4 -0.85
C 2.515 -0.259 1.651 -0.4 0.0 0.4 -0.17
N 2.224 0.178 0.431 -1.5 -0.4 -1.4 0.26
H -0.397 3.114 -6.207 0.0 0.1 -0.1 0.46
H -1.855 2.233 -4.434 -0.1 0.0 0.0 0.49
H -0.880 1.056 -2.481 0.0 0.3 -0.4 0.66
H 3.070 1.780 -4.064 0.0 0.0 0.0 0.50
H 2.044 2.852 -6.060 0.1 0.1 0.0 0.43
H 5.324 0.458 -0.826 0.2 0.1 -0.1 0.56
H 5.884 -0.338 1.483 0.1 0.0 0.0 0.44
H 4.016 -0.823 3.066 0.0 0.0 0.1 0.49
H 1.673 -0.436 2.312 0.0 0.0 0.0 0.43
Te 0.063 -2.323 -0.999 -1.1 1.1 0.8 0.54
C -1.392 -2.639 -2.526 0.3 0.2 0.2 0.63
C -1.109 -2.218 -3.830 0.3 0.3 0.3 -0.34
C -1.998 -2.534 -4.840 0.0 -0.1 -0.1 -0.63
C -3.154 -3.253 -4.559 0.1 0.2 0.0 -0.44
C -3.438 -3.646 -3.259 0.1 0.0 0.0 -0.61
C -2.550 -3.361 -2.238 0.3 0.0 0.3 -0.48
H -0.201 -1.669 -4.058 -0.1 0.1 0.0 0.38
H -1.787 -2.221 -5.851 0.0 0.0 -0.1 0.41
H -3.836 -3.497 -5.359 -0.1 0.0 0.0 0.41
H -4.346 -4.184 -3.041 -0.1 -0.1 0.0 0.41
H -2.746 -3.678 -1.224 -0.1 -0.1 0.1 0.49



Which of these has the highest charge?
C27H23N7O2RuSTe